Entry 1:
A 3-piece molecular cluster, C31H43BFO17P overall. Source: the Open Molecules 2025 dataset; level of theory: the ωB97M-V functional and the def2-TZVPD basis.

Structure (XYZ):
```
94
C31H43BFO17P the ωB97M-V functional and the def2-TZVPD basis
C -5.23 -4.18 -1.00
C -5.69 -3.05 0.08
O -4.74 -3.04 1.17
C -4.62 -1.74 1.79
C -3.10 -1.32 2.13
C -2.21 -0.99 0.83
C -1.98 -2.27 -0.15
C -1.64 -3.62 0.64
C -0.52 -4.54 -0.05
C -0.43 -4.42 -1.65
C 0.95 -3.62 -1.98
C 0.97 -2.97 -3.44
C -0.12 -1.75 -3.41
C -0.08 -0.86 -4.75
O -1.01 -1.51 -5.70
C -2.19 -0.70 -5.71
C -2.22 0.66 -6.55
O -3.21 -1.07 -5.07
C -0.73 -0.38 1.05
F 0.40 -1.28 0.84
B -0.36 0.23 2.54
O -1.04 1.41 2.99
O 0.66 -0.40 3.36
C 1.93 0.30 3.10
O -0.39 0.72 0.14
C -1.63 1.36 -0.14
O -1.74 2.53 -0.58
C -2.86 0.33 0.16
O -3.75 1.17 0.94
P -3.69 0.21 -1.54
O -2.68 0.57 -2.66
H -4.10 -4.40 -0.90
H -5.83 -5.14 -0.83
H -5.37 -3.75 -2.06
H -6.76 -3.28 0.43
H -5.75 -2.07 -0.51
H -5.15 -1.82 2.82
H -5.21 -0.93 1.22
H -2.66 -2.17 2.77
H -3.19 -0.42 2.86
H -2.97 -2.46 -0.72
H -1.22 -1.95 -0.93
H -1.21 -3.30 1.66
H -2.54 -4.28 0.88
H 0.51 -4.39 0.44
H -0.81 -5.63 0.18
H -1.35 -3.96 -2.15
H -0.30 -5.47 -2.10
H 1.13 -2.81 -1.18
H 1.80 -4.39 -1.85
H 0.61 -3.75 -4.21
H 2.00 -2.57 -3.74
H -1.19 -2.18 -3.34
H 0.10 -1.16 -2.47
H 0.98 -0.75 -5.20
H -0.49 0.18 -4.44
H -2.20 0.39 -7.67
H -3.22 1.16 -6.31
H -1.38 1.37 -6.25
H -0.41 2.17 3.09
H 2.76 -0.44 3.39
H 1.94 1.24 3.75
H 1.96 0.52 1.97
H -4.68 1.10 0.59
H -4.37 -1.03 -1.78
H -4.69 1.27 -1.57
O 5.06 0.31 4.17
C 5.47 1.15 4.95
C 5.39 0.98 6.40
C 5.84 1.93 7.23
O 5.77 1.79 8.58
C 6.43 3.20 6.70
O 6.81 4.05 7.48
C 6.53 3.36 5.25
C 6.08 2.41 4.43
O 6.18 2.54 3.07
H 4.96 0.06 6.77
H 6.15 2.61 8.95
H 6.98 4.27 4.88
H 5.79 1.72 2.71
O 0.66 4.01 0.06
C 1.44 4.44 -0.76
C 2.41 5.50 -0.45
C 3.24 5.96 -1.38
O 4.14 6.94 -1.10
C 3.23 5.42 -2.77
O 4.00 5.88 -3.60
C 2.28 4.35 -3.08
C 1.45 3.88 -2.15
O 0.57 2.88 -2.43
H 2.41 5.88 0.57
H 4.63 7.10 -1.93
H 2.30 3.96 -4.09
H 0.07 2.72 -1.60
```


Entry 2:
91
Properties=species:S:1:pos:R:3 method="wB97M-V/def2-TZVPD" de_lowest_kcal_mol=41.48 total_charge=-2
Rb 0.78 1.54 -1.87
N -0.32 -1.91 -2.26
C 0.90 -1.85 -3.09
C 1.26 -3.18 -3.77
C 1.33 -4.41 -2.85
C 2.46 -4.40 -1.81
N 2.34 -3.39 -0.75
C 1.27 -3.21 -0.01
N 0.32 -4.18 0.08
N 1.12 -2.12 0.71
C 0.60 -0.77 -4.19
O -0.29 -1.11 -5.00
O 1.27 0.29 -4.12
H -0.34 -2.74 -1.69
H -1.11 -1.96 -2.90
H 1.74 -1.51 -2.48
H 2.23 -3.04 -4.28
H 0.51 -3.36 -4.54
H 1.47 -5.30 -3.46
H 0.38 -4.53 -2.34
H 3.41 -4.22 -2.29
H 2.52 -5.40 -1.35
H 2.92 -2.55 -0.82
H 0.68 -5.12 -0.04
H -0.25 -4.08 0.90
H 1.79 -1.38 0.45
H 0.16 -1.82 0.92
F 4.58 6.61 -2.37
C 3.68 6.10 -1.48
C 3.22 4.81 -1.63
C 2.31 4.23 -0.71
C 1.91 5.07 0.34
C 2.36 6.38 0.43
F 1.90 7.23 1.41
C 3.26 6.93 -0.46
C 1.00 4.51 1.39
C 1.20 4.76 2.75
C 0.35 4.20 3.68
C -0.69 3.39 3.24
C -0.80 3.17 1.88
N 0.02 3.70 0.98
H 3.58 4.23 -2.47
H 3.59 7.95 -0.38
H 2.02 5.39 3.07
H 0.48 4.39 4.74
H -1.38 2.94 3.95
H -1.59 2.53 1.48
N 3.97 0.39 1.44
C 4.47 -0.52 0.53
O 3.71 -0.96 -0.37
C 5.82 -0.94 0.70
C 6.60 -0.42 1.75
N 7.21 0.01 2.64
C 6.40 -1.92 -0.15
N 6.89 -2.71 -0.83
H 3.18 0.92 1.10
H 4.64 0.93 1.96
C -3.23 0.68 -0.43
C -3.31 0.91 -1.95
C -4.81 0.89 -2.35
C -2.55 2.16 -2.35
H -3.78 -0.22 -0.11
H -3.68 1.54 0.09
H -2.19 0.60 -0.11
H -2.84 0.04 -2.44
H -5.30 1.77 -1.92
H -5.34 -0.02 -2.00
H -4.90 0.95 -3.43
H -2.99 3.07 -1.91
H -2.47 2.26 -3.44
C -2.78 -2.53 -0.23
N -3.06 -2.16 1.16
C -4.44 -2.23 1.57
C -4.54 -2.23 3.08
C -3.83 -1.00 3.60
N -2.48 -0.92 3.07
C -1.56 -0.06 3.78
C -2.12 -1.44 1.85
O -0.98 -1.28 1.40
H -2.88 -3.61 -0.36
H -1.78 -2.21 -0.49
H -3.48 -2.02 -0.90
H -4.87 -3.15 1.15
H -5.01 -1.39 1.16
H -4.07 -3.13 3.48
H -5.59 -2.21 3.39
H -3.76 -1.03 4.69
H -4.40 -0.10 3.33
H -1.38 -0.44 4.79
H -1.96 0.96 3.85
H -0.62 -0.02 3.24


Entry 3:
88
Properties=species:S:1:pos:R:3 method="wB97M-V/def2-TZVPD" s2=2.01 de_lowest_kcal_mol=46.79 spin_multiplicity=3
Ti 0.58 0.82 0.26
C -2.54 -2.20 -2.26
C -3.50 -1.08 -1.78
S -3.10 -0.35 -0.15
C -3.30 -1.81 0.91
C -2.51 -1.69 2.22
S -0.71 -1.50 2.05
C -0.30 -3.25 1.73
C 1.18 -3.44 1.41
S 1.77 -2.64 -0.11
C 1.23 -3.79 -1.42
C -0.24 -3.68 -1.89
S -0.93 -2.07 -1.43
H -2.38 -2.12 -3.33
H -2.95 -3.18 -2.04
H -4.52 -1.45 -1.73
H -3.46 -0.22 -2.44
H -2.95 -2.68 0.34
H -4.36 -1.94 1.13
H -2.68 -2.59 2.82
H -2.84 -0.83 2.79
H -0.93 -3.60 0.91
H -0.56 -3.80 2.64
H 1.42 -4.50 1.35
H 1.78 -2.99 2.20
H 1.44 -4.81 -1.09
H 1.90 -3.54 -2.24
H -0.86 -4.45 -1.41
H -0.32 -3.80 -2.97
C 8.89 -0.01 2.64
C 7.42 0.18 2.35
C 6.95 1.38 1.82
C 5.59 1.56 1.58
C 4.70 0.54 1.84
C 5.15 -0.66 2.39
C 6.50 -0.83 2.64
S 2.86 0.94 1.76
O 2.32 0.28 2.95
O 2.47 0.15 0.52
N 1.49 2.26 1.27
C 0.48 2.24 2.19
C 0.50 2.77 3.50
C -0.66 2.78 4.22
C -1.83 2.26 3.65
C -1.77 1.70 2.40
N -0.63 1.62 1.70
H 9.34 0.92 2.98
H 9.43 -0.33 1.75
H 9.04 -0.77 3.41
H 7.65 2.18 1.61
H 5.23 2.52 1.22
H 4.43 -1.44 2.63
H 6.85 -1.75 3.09
H 1.43 3.17 3.88
H -0.68 3.21 5.21
H -2.78 2.32 4.18
H -2.66 1.32 1.92
F -2.64 4.41 -3.71
C -1.91 3.62 -2.90
C -1.32 4.16 -1.78
C -0.58 3.32 -0.95
C -0.40 1.95 -1.20
C -1.00 1.48 -2.38
C -1.75 2.29 -3.23
H -1.45 5.21 -1.56
H -0.13 3.76 -0.07
H -0.86 0.44 -2.67
H -2.21 1.90 -4.13
C 6.37 -0.70 -1.40
C 4.86 -0.66 -1.47
N 4.41 0.72 -1.68
C 3.15 1.03 -2.03
S 1.99 -0.09 -2.56
N 2.82 2.33 -2.01
C 3.57 3.41 -1.38
C 4.76 3.88 -2.21
H 6.72 -1.74 -1.40
H 6.73 -0.22 -0.48
H 6.81 -0.19 -2.26
H 4.41 -1.06 -0.56
H 4.48 -1.25 -2.30
H 4.87 1.38 -1.06
H 1.84 2.50 -2.18
H 3.89 3.10 -0.38
H 2.87 4.23 -1.24
H 5.53 3.12 -2.29
H 5.20 4.78 -1.77
H 4.43 4.13 -3.22


Entry 4:
83
Properties=species:S:1:pos:R:3 method="wB97M-V/def2-TZVPD" total_charge=+2
C -2.66 -4.99 2.90
C -1.40 -4.45 3.02
C -0.58 -4.24 1.78
C -0.83 -2.87 1.18
C -0.88 -1.81 2.09
C -1.06 -0.50 1.65
C -1.10 0.66 2.61
C -0.27 0.46 3.91
C 0.79 1.56 3.94
C 1.84 1.35 2.81
C 3.03 2.37 2.76
C 3.59 2.34 1.33
C 2.75 3.24 0.38
C 3.64 3.72 -0.81
C 3.06 3.28 -2.17
C -1.18 -0.28 0.29
C -1.16 -1.30 -0.65
C -0.97 -2.62 -0.19
C -0.88 -3.75 -1.19
C 0.36 -3.60 -2.10
C 1.67 -3.90 -1.32
C 2.64 -2.69 -1.34
C 2.47 -1.76 -0.13
C 3.35 -2.17 1.07
N -1.29 -1.08 -2.03
C -2.18 -0.05 -2.42
C -2.34 1.14 -1.75
C -3.23 2.13 -2.15
C -4.00 1.96 -3.30
C -4.99 3.01 -3.76
B -4.48 4.48 -3.50
O -3.75 5.19 -4.43
O -4.78 5.04 -2.26
C -3.81 0.78 -3.99
F -4.50 0.59 -5.12
C -2.94 -0.22 -3.58
Cl -2.82 -1.65 -4.55
S -1.34 1.41 -0.30
H -3.57 -4.44 3.13
H -2.76 -6.01 2.53
H -1.00 -4.22 4.01
H -0.82 -5.07 1.11
H 0.48 -4.29 2.04
H -0.76 -1.99 3.15
H -0.79 1.59 2.15
H -2.14 0.82 2.91
H -0.92 0.62 4.76
H 0.24 -0.50 3.97
H 0.26 2.53 3.69
H 1.25 1.64 4.97
H 2.20 0.33 2.90
H 1.30 1.51 1.88
H 3.83 2.14 3.47
H 2.68 3.42 2.95
H 4.64 2.63 1.33
H 3.47 1.32 0.96
H 2.40 4.10 0.95
H 1.94 2.66 -0.05
H 3.74 4.80 -0.75
H 4.62 3.25 -0.74
H 2.30 3.99 -2.48
H 3.85 3.21 -2.90
H 2.59 2.30 -2.10
H -0.80 -4.71 -0.71
H -1.79 -3.79 -1.80
H 0.26 -4.35 -2.89
H 0.42 -2.62 -2.55
H 1.47 -4.22 -0.30
H 2.19 -4.70 -1.83
H 3.67 -3.03 -1.36
H 2.47 -2.11 -2.25
H 2.73 -0.73 -0.39
H 1.44 -1.74 0.22
H 4.32 -2.53 0.75
H 3.51 -1.30 1.72
H 2.84 -2.96 1.62
H -1.60 -1.91 -2.51
H -3.30 3.01 -1.53
H -5.87 2.87 -3.14
H -5.31 2.84 -4.79
H -2.98 5.58 -4.01
H -3.96 5.39 -1.89
Ba 1.50 3.87 5.12


Entry 5:
82
Properties=species:S:1:pos:R:3 method="wB97M-V/def2-TZVPD" s2=8.76 de_lowest_kcal_mol=6.62 spin_multiplicity=6 total_charge=+2
N 2.90 -6.94 -7.17
C 1.78 -7.16 -6.44
C 1.40 -6.28 -5.42
C 2.17 -5.14 -5.12
C 3.30 -4.93 -5.94
C 3.61 -5.83 -6.97
C 1.76 -4.21 -4.10
Mn 0.46 0.31 -0.34
P -1.45 4.90 -0.75
C 2.39 -3.04 -3.86
C 1.74 -2.00 -3.15
C 1.95 -0.66 -3.56
C 1.01 0.29 -3.25
C -0.09 -0.01 -2.45
C -0.24 -1.34 -1.89
C 0.69 -2.31 -2.26
Br -1.34 1.49 -2.16
H 0.85 -4.46 -3.60
H 3.32 -2.82 -4.35
H 0.50 -6.48 -4.84
H 3.92 -4.04 -5.83
H 1.21 -8.07 -6.65
H 4.52 -5.64 -7.58
H 2.76 -0.41 -4.29
H 0.54 -3.37 -1.98
H 1.07 1.30 -3.65
H -1.15 -1.58 -1.32
P 2.63 0.55 0.51
C -3.01 4.51 -1.72
C -3.61 5.64 -2.60
H -3.77 4.27 -0.95
H -2.84 3.58 -2.29
H -4.48 5.28 -3.16
H -3.97 6.48 -1.99
H -2.91 6.05 -3.32
C 0.09 4.65 -1.73
C 1.04 5.88 -1.87
H -0.23 4.34 -2.74
H 0.66 3.82 -1.26
H 1.82 5.66 -2.62
H 0.50 6.78 -2.20
H 1.54 6.11 -0.91
C -1.32 3.80 0.76
C -1.86 4.39 2.06
H -0.25 3.60 0.84
H -1.83 2.85 0.50
H -1.34 3.95 2.91
H -1.73 5.47 2.14
H -2.92 4.17 2.18
C 2.89 1.05 2.23
C 4.17 0.48 2.82
H 1.99 0.77 2.79
H 2.92 2.15 2.24
H 4.08 -0.60 2.97
H 5.03 0.69 2.18
H 4.36 0.94 3.80
C 3.11 2.00 -0.48
C 3.92 1.66 -1.72
H 3.65 2.69 0.20
H 2.17 2.53 -0.77
H 4.67 0.90 -1.53
H 3.26 1.30 -2.51
H 4.43 2.56 -2.07
C 3.50 -0.94 -0.14
C 3.13 -2.20 0.65
H 4.59 -0.81 -0.17
H 3.17 -1.09 -1.19
H 3.51 -3.10 0.14
H 3.54 -2.23 1.68
H 2.04 -2.31 0.74
N -4.01 -2.91 4.73
C -3.40 -2.23 4.00
C -2.63 -1.41 3.07
C -1.25 -1.35 3.16
C -0.49 -0.76 2.17
N -1.10 -0.13 1.13
C -2.44 0.04 1.14
C -3.23 -0.66 2.05
H -0.74 -1.76 4.04
H 0.61 -0.71 2.16
H -2.85 0.74 0.40
H -4.29 -0.55 1.99


What did we get for DFT total energy? Answer: -80329.3141 -62026.2894 -133743.5404 -65875.3247 -157254.8688 eV, in the order shown.
What did we get for F_max? Answer: 0.1008 0.0426 0.0422 0.0387 0.0532 hartree/bohr, in the order shown.